--- 1 ---
This record from OMol25 describes 16 unconnected molecules or ions with the total composition H32O16. The level of theory is ωB97M-V/def2-TZVPD.

```
48
Properties=species:S:1:pos:R:3
O -1.964 -0.691 -2.718
O 0.012 -0.368 -0.292
O 1.025 -1.593 -2.729
O 0.303 1.385 -2.407
O 1.940 1.086 1.054
O -0.814 -2.842 -0.416
O 2.841 0.450 -1.506
O -0.448 -0.163 2.639
O 2.077 -2.611 -0.137
O -2.206 -1.895 1.491
O -0.526 2.991 -0.333
O 1.186 -2.331 2.363
O -0.466 2.674 2.329
O -2.768 2.252 -2.123
O -3.555 -0.585 -0.463
O 2.038 0.635 3.808
H -0.290 -2.031 -0.445
H -4.303 -0.868 -0.939
H 0.162 -0.926 2.728
H -2.762 -1.489 0.811
H -1.002 -0.231 3.469
H 1.892 2.003 1.171
H -1.354 -2.679 0.345
H 1.411 -2.525 0.583
H 0.799 1.917 -1.829
H 0.624 -0.206 0.404
H 2.077 -2.062 2.234
H -2.417 -0.320 -3.481
H -1.121 3.729 -0.400
H 1.365 -0.723 -2.389
H 3.232 1.286 -1.682
H 1.865 -2.075 -0.872
H 2.342 0.863 0.224
H -2.158 2.053 -2.842
H -0.138 1.727 2.410
H -0.580 2.706 0.632
H 2.939 0.394 4.015
H 0.453 -1.328 -3.407
H -1.604 -1.208 1.733
H -2.828 -0.584 -1.120
H 0.836 1.367 -3.219
H -1.379 2.677 2.666
H 0.013 0.422 -0.784
H -1.340 0.017 -2.550
H 2.000 0.634 2.864
H 1.370 -3.214 2.613
H -2.108 2.389 -1.471
H 3.331 -0.114 -2.031
```

Summary:
orbital gap = 8.1 eV

--- 2 ---
This record from OMol25 describes 16 unconnected molecules or ions with the total composition H32O16. The level of theory is ωB97M-V/def2-TZVPD.

```
48
Properties=species:S:1:pos:R:3
O -1.448 -0.185 3.374
O -0.425 2.716 0.355
O -2.213 -1.440 0.634
O 0.394 -3.273 -0.263
O 2.554 0.284 1.607
O -2.180 -0.106 -3.935
O -2.490 0.731 -0.881
O -1.428 -3.610 2.353
O 0.473 1.513 3.088
O 1.143 -1.982 1.969
O 2.252 2.625 -0.519
O 1.650 1.422 -2.847
O 0.069 0.049 0.220
O -0.965 2.239 -2.740
O 2.613 -0.579 -1.068
O -0.107 -0.982 -2.161
H 1.468 2.619 0.037
H 0.580 -1.295 -2.720
H 1.264 -3.307 -0.703
H 0.014 -0.172 -0.758
H 2.846 2.142 0.030
H -1.474 -0.347 -3.306
H 0.479 -2.985 0.627
H -1.354 2.768 0.296
H -0.222 1.766 0.400
H -0.611 -0.437 0.623
H -1.534 -2.753 1.943
H -0.870 3.080 -3.232
H 1.120 -1.990 2.919
H -0.081 1.912 -2.618
H -2.285 0.823 -3.867
H 1.821 0.612 2.103
H -1.795 -0.988 3.737
H 1.851 2.100 -2.185
H 2.227 -0.034 -0.360
H 0.047 2.381 3.180
H 1.504 -1.136 1.760
H -2.430 -0.707 0.042
H -2.148 0.359 3.041
H -2.123 -2.165 0.015
H -0.280 0.910 3.035
H 3.508 -0.288 -1.133
H -2.799 1.521 -0.447
H 1.954 0.656 -2.353
H -1.791 -4.289 1.775
H 3.380 0.490 2.076
H -0.341 -1.711 -1.629
H -1.819 1.044 -1.512
```

Summary:
orbital gap = 10.3 eV

Most stable one: 2, least stable one: 1.

--- 1 ---
This record from OMol25 describes 16 unconnected molecules or ions with the total composition H32O16. The level of theory is ωB97M-V/def2-TZVPD.

```
48
Properties=species:S:1:pos:R:3
O 1.530 2.012 -1.814
O 2.467 -0.501 1.479
O -2.319 -0.042 1.139
O 1.875 -3.475 1.362
O 1.641 2.501 0.822
O -2.561 -0.759 -1.595
O 0.232 0.455 2.986
O 0.227 -0.464 -2.959
O 0.174 -0.131 -0.251
O -3.355 2.104 -0.344
O -0.677 -3.144 -0.616
O 3.382 0.136 -1.427
O -0.913 2.550 -1.584
O -0.395 -2.163 2.280
O 2.665 -2.429 -0.921
O -0.927 2.504 1.401
H -1.775 2.497 1.900
H -0.014 -0.193 -2.064
H -1.565 -2.844 -0.483
H 2.571 0.639 -1.591
H 2.016 2.747 -2.113
H 2.033 -4.050 2.098
H -0.567 0.225 0.242
H -0.909 3.336 0.944
H -2.629 -1.703 -1.721
H 3.084 0.220 1.506
H -0.559 -3.517 0.276
H 2.295 -2.860 -1.703
H 1.832 -0.358 0.841
H 1.100 -2.903 1.553
H -0.386 0.957 2.469
H 0.727 2.338 0.855
H -1.286 -2.562 2.146
H 0.592 2.339 -1.867
H 1.043 0.604 2.558
H -2.742 0.842 0.933
H -0.266 -1.243 -3.278
H -0.570 -1.237 2.218
H 2.239 -2.798 -0.109
H -2.865 -0.453 1.868
H 1.861 2.371 -0.102
H -2.462 2.377 -0.570
H -2.560 -0.658 -0.673
H -3.789 2.982 -0.570
H 3.088 -0.729 -1.142
H -1.132 3.441 -1.702
H -0.121 -1.051 -0.338
H -1.331 2.090 -2.338
```

Summary:
orbital gap = 7.8 eV

--- 2 ---
This record from OMol25 describes 16 unconnected molecules or ions with the total composition H32O16. The level of theory is ωB97M-V/def2-TZVPD.

```
48
Properties=species:S:1:pos:R:3
O -0.969 -5.119 23.457
O -4.153 -2.769 23.128
O -3.725 -5.775 19.152
O 0.055 -6.050 20.983
O -5.822 -2.284 21.074
O -4.665 -5.470 22.647
O -2.335 -1.226 21.923
O -2.503 -1.815 19.277
O -2.371 -4.332 21.069
O -2.415 -7.570 22.502
O -1.716 -8.330 20.061
O -1.567 -4.132 18.057
O -0.021 -3.026 20.435
O -4.719 -3.285 18.810
O -6.563 -4.827 20.760
O -0.894 -6.791 18.123
H -2.383 -1.784 20.240
H -1.718 -3.414 18.695
H 0.509 -3.765 20.690
H -0.962 -5.859 18.300
H -4.420 -3.448 23.776
H -2.136 -8.193 23.171
H -2.871 -0.431 21.707
H -1.499 -7.625 19.448
H -6.403 -3.030 21.256
H -3.460 -6.134 18.305
H -4.035 -6.557 19.595
H -4.454 -4.170 19.003
H -2.356 -4.931 20.326
H -3.981 -6.156 22.849
H -7.400 -5.246 20.854
H -5.155 -2.496 21.725
H -2.008 -7.955 20.913
H -5.478 -5.814 23.068
H -3.403 -2.154 19.152
H -3.060 -1.858 22.077
H -0.906 -3.357 20.411
H -0.920 -4.963 22.505
H 0.534 -6.716 21.490
H -3.241 -4.436 21.393
H -5.194 -2.913 19.605
H -4.279 -1.947 23.637
H -0.705 -3.955 17.642
H -1.919 -6.764 22.636
H -6.009 -5.346 21.350
H -1.053 -7.014 17.231
H -0.219 -5.606 23.752
H 0.545 -5.895 20.196
```

Summary:
orbital gap = 9.3 eV

Most stable one: 2, least stable one: 1.

--- 1 ---
This record from OMol25 describes C2H3N3S in the gas phase. The level of theory is ωB97M-V/def2-TZVPD.

```
9
Properties=species:S:1:pos:R:3
S -1.290 1.167 1.577
N 0.894 -0.213 0.913
N -0.272 0.286 0.490
N 1.437 -0.814 -0.102
C 0.624 -0.685 -1.184
C -0.487 0.027 -0.812
H -1.368 0.357 -1.323
H 0.879 -1.119 -2.152
H -0.418 0.994 2.593
```

Summary:
orbital gap = 9.9 eV

--- 2 ---
This record from OMol25 describes C2H3N3S in the gas phase. The level of theory is ωB97M-V/def2-TZVPD.

```
9
Properties=species:S:1:pos:R:3
S 0.460 1.242 -1.692
N -1.326 -0.713 1.194
N -1.309 0.124 0.130
N -0.070 -1.163 1.378
C 0.734 -0.725 0.315
C -0.044 0.181 -0.373
H -2.086 0.730 -0.046
H 1.893 1.240 -1.132
H 1.749 -0.915 0.225
```

Summary:
orbital gap = 9.2 eV

Most stable one: 1, least stable one: 2.

--- 1 ---
This record from OMol25 describes 14 unconnected molecules or ions with the total composition C4H36NO15. The level of theory is ωB97M-V/def2-TZVPD.

```
56
Properties=species:S:1:pos:R:3
O 2.351 -1.619 3.529
O -1.237 0.699 2.465
O 0.437 1.334 -2.707
O 2.664 -1.670 -2.689
O 0.626 2.914 1.066
O 3.507 1.878 0.890
O -2.627 2.649 -1.967
O -3.435 -0.052 0.996
O -1.531 -3.149 2.814
O -0.063 -0.930 4.408
O 2.513 -0.782 0.210
O -3.084 2.710 0.684
O -2.219 -0.179 -2.112
O 2.967 0.971 -3.521
O 0.048 -2.130 -3.574
N -0.258 0.634 -0.171
C -1.049 -1.616 -0.569
C 0.216 -0.728 -0.529
C 1.166 -1.187 0.572
C -1.950 -1.307 -1.795
H -0.207 -1.222 -3.771
H -3.837 3.308 0.713
H 4.201 1.829 1.556
H 2.536 0.173 0.375
H 0.916 -0.672 1.500
H 2.842 -2.447 3.442
H 0.016 2.594 1.751
H -2.717 2.756 -0.228
H -3.359 0.879 0.733
H -3.136 2.036 -2.507
H -0.795 0.065 3.058
H 1.002 -2.140 -3.413
H 3.425 0.664 -2.728
H -4.332 -0.388 1.007
H 3.281 -2.030 -2.036
H -0.838 0.642 0.679
H 3.047 -0.987 3.295
H 2.921 2.575 1.209
H 2.870 0.156 -4.024
H -2.174 0.660 2.695
H -0.819 0.998 -0.948
H 1.307 1.065 -3.082
H 2.819 -2.245 -3.454
H -1.557 -2.315 2.332
H -0.344 -1.826 4.184
H -1.720 -1.304 0.233
H -0.749 -2.658 -0.602
H 0.320 1.497 -0.158
H -2.417 -2.249 -2.120
H -2.460 -3.383 2.924
H -2.528 3.484 -2.435
H 0.894 -1.028 4.548
H 0.482 3.868 1.049
H 0.707 -0.699 -1.489
H 1.268 -2.248 0.770
H 0.094 2.155 -3.058
```

Summary:
orbital gap = 10.1 eV
net charge = +1

--- 2 ---
This record from OMol25 describes 14 unconnected molecules or ions with the total composition C4H36NO15. The level of theory is ωB97M-V/def2-TZVPD.

```
56
Properties=species:S:1:pos:R:3
O 3.782 -0.050 -0.428
O -2.027 -2.636 -0.219
O -2.376 1.066 -0.141
O 3.003 -0.103 2.118
O -1.670 3.228 -1.382
O -0.660 1.922 0.963
O 1.229 4.191 -2.157
O 0.522 -3.819 2.125
O -0.252 -2.181 -2.043
O -3.329 -1.749 -3.583
O 1.597 -1.706 -0.158
O 2.028 1.500 -2.321
O 1.842 -4.331 -0.014
O 0.785 4.191 0.254
O -1.001 1.508 -3.682
N 0.297 -0.874 2.349
C -2.025 0.346 2.176
C -0.847 -0.078 3.028
C -1.228 -0.840 4.386
C -1.639 1.210 0.991
H 1.559 -4.515 0.909
H 0.545 -0.642 1.375
H 2.142 -1.079 -0.674
H -2.577 -0.611 1.766
H 3.054 -0.327 1.196
H 1.939 -5.112 -0.592
H 0.094 -4.586 2.672
H -0.020 -1.821 2.242
H 0.373 3.464 0.680
H 1.588 2.294 -2.494
H -1.733 3.344 -2.271
H 1.258 -0.781 2.850
H -2.096 -0.430 4.888
H -2.699 -2.297 -3.200
H 4.660 0.340 -0.400
H -2.866 -2.901 0.238
H -2.987 -0.869 -3.685
H -2.815 0.791 2.812
H 1.894 3.713 -1.659
H -2.053 1.802 -0.937
H 3.692 0.449 2.228
H -1.404 -1.847 4.116
H 0.919 4.865 -1.615
H -0.290 -3.801 1.477
H 1.903 -2.671 -0.110
H -0.090 -1.677 -1.148
H 3.320 0.548 -1.057
H -2.260 -1.963 -0.824
H 0.863 4.882 0.881
H -0.339 0.760 3.536
H 2.187 1.056 -3.144
H -0.443 -3.091 -1.830
H -0.242 1.718 -4.284
H -0.827 2.048 -2.893
H -0.382 -0.921 5.120
H -1.300 3.917 -0.756
```

Summary:
orbital gap = 10.1 eV
net charge = +1

Most stable one: 1, least stable one: 2.